106
Properties=species:S:1:pos:R:3:forces:R:3 method="wB97M-V/def2-TZVPD" multiplicity=2 e_homo_ev="-5.116 / -5.109"
Yb 14.71180 10.22595 10.07562 1.25 2.32 -0.54
C 12.67170 13.60617 12.47985 -0.34 1.00 -0.99
C 13.79487 12.76231 11.90368 1.36 0.03 1.88
O 13.77358 12.28799 10.72214 -0.27 -1.35 0.48
C 14.80743 12.58492 12.88329 -0.93 0.69 -0.35
C 15.84014 11.65789 12.94567 0.58 0.18 -1.18
C 16.79929 11.75027 14.06873 -0.01 0.20 1.14
N 15.97930 10.74630 12.01156 -2.05 -0.75 -1.19
N 16.98810 9.85764 12.17415 2.70 -2.07 -1.48
C 17.37159 9.19033 11.05208 -0.81 2.31 3.42
O 16.72217 9.14706 9.95988 -2.10 0.24 -0.90
C 18.67632 8.54673 11.06445 1.32 -1.64 0.83
C 18.97215 7.75991 9.94128 0.90 -0.12 0.33
C 20.16848 7.02485 9.87800 -0.59 -0.02 0.66
C 21.05515 6.98915 10.96643 0.43 -0.16 -0.64
C 20.81882 7.82992 12.05870 -1.30 0.16 -0.36
C 19.61075 8.55362 12.14689 0.22 -0.30 -0.77
H 11.81546 13.60480 11.79978 0.07 0.15 0.05
H 13.01503 14.65906 12.63496 -0.25 -0.75 -0.25
H 12.34994 13.24384 13.45333 0.08 -0.16 -0.03
H 14.83511 13.30742 13.69956 -0.49 -0.24 -0.16
H 16.31433 12.37999 14.86717 0.58 -0.97 -0.49
H 17.74410 12.26579 13.81155 -0.44 -0.45 -0.30
H 17.00668 10.69833 14.34770 0.20 0.78 0.42
H 18.24487 7.70974 9.13130 0.37 0.15 0.14
H 20.33458 6.43026 8.99048 0.21 -0.12 0.05
H 21.93362 6.29498 10.92928 -0.76 0.97 0.04
H 21.52374 7.95933 12.86385 0.15 -0.33 0.12
H 19.43792 9.08462 13.08151 -0.25 0.24 -0.50
N 15.22271 5.43690 13.81302 -0.42 -0.12 -0.28
C 14.82823 6.53671 12.75683 0.71 0.62 0.04
C 13.40472 6.89059 13.11211 -1.29 -0.90 0.36
C 12.59841 7.63374 12.03329 -0.13 -0.10 -0.12
N 13.08362 9.02736 11.85104 0.42 0.19 0.26
C 12.57276 6.77954 10.76686 0.72 -0.41 0.84
C 13.98726 6.40989 10.24501 -1.30 0.39 -0.45
N 14.41369 7.56026 9.39872 -0.22 -0.20 -0.54
C 15.02604 5.98348 11.32970 0.08 0.52 -0.33
H 14.83902 5.70065 14.74421 0.78 -0.05 -0.58
H 16.21884 5.18768 13.83524 -0.03 0.68 0.24
H 14.77607 4.53767 13.58501 -0.21 0.40 -0.17
H 15.51176 7.40050 12.94963 -0.30 -0.67 -0.12
H 13.33341 7.43903 14.04907 0.31 0.26 0.17
H 12.86643 5.92578 13.34714 0.21 0.76 -0.50
H 11.56033 7.69066 12.36722 0.04 -0.09 0.25
H 13.57240 9.30347 12.70455 0.18 0.12 -0.16
H 12.28279 9.65674 11.86251 -0.13 -0.01 -0.37
H 11.99325 7.27865 9.99835 0.03 0.06 -0.26
H 12.03538 5.85698 11.04643 0.09 0.23 -0.21
H 13.79040 5.52623 9.60333 0.57 0.32 0.23
H 13.76393 7.57568 8.57657 0.79 0.03 0.85
H 15.35541 7.37513 9.04398 -0.18 0.28 -0.03
H 16.03871 6.24678 10.96040 -0.44 -0.21 0.28
H 14.95489 4.90178 11.37626 0.09 -0.33 -0.01
C 12.30043 8.45448 5.81271 -0.91 -0.08 0.31
C 10.79026 8.27580 5.99691 -0.53 -0.05 0.37
C 10.10083 7.25760 5.29801 1.64 0.85 0.22
C 8.74565 7.10110 5.39282 -0.92 -0.33 -0.15
C 8.01650 7.96305 6.18913 -0.34 0.40 -0.13
C 8.64739 8.98514 6.89525 0.02 -0.68 -0.16
C 10.02732 9.12126 6.87408 0.51 -0.74 -0.16
P 10.90445 10.08871 8.18088 0.31 0.77 -1.23
C 9.73552 10.52486 9.48326 -0.46 -1.97 1.51
C 9.78746 11.77410 10.11959 -0.26 -0.32 0.06
C 9.04694 12.00162 11.27865 0.21 -0.40 0.27
C 8.27260 10.98021 11.86501 -0.45 0.79 -0.02
C 8.30744 9.70024 11.32100 0.24 0.43 -0.46
C 9.10866 9.43346 10.18749 -0.83 0.69 -0.11
C 9.09345 7.97696 9.75552 0.55 -0.23 -0.09
C 11.06648 11.71591 7.34316 0.52 0.89 0.41
C 9.98374 12.51889 6.94670 0.85 -0.26 -0.21
C 10.16280 13.77855 6.37394 -1.32 -0.49 -0.08
C 11.45322 14.27801 6.28846 1.07 0.59 0.04
C 12.53633 13.59377 6.79077 0.13 -1.33 0.95
C 12.38689 12.25977 7.34420 -0.75 -0.16 -1.06
C 13.45665 11.38889 7.67884 1.58 0.35 1.71
H 12.52448 9.47162 5.50116 0.08 0.09 -0.04
H 12.67763 7.75932 5.07843 0.06 -0.17 -0.35
H 12.86276 8.27371 6.73099 -0.12 0.07 0.17
H 10.67343 6.57531 4.67699 0.03 0.13 -0.06
H 8.24664 6.31790 4.81071 0.17 0.27 0.34
H 6.94186 7.85116 6.24534 -0.07 0.05 0.03
H 8.07542 9.62145 7.54865 -0.22 0.15 0.10
H 10.44516 12.53401 9.70043 -0.32 0.02 0.04
H 9.13413 12.97104 11.76198 -0.23 -0.08 -0.08
H 7.57258 11.24006 12.69421 0.82 -0.38 -0.62
H 7.65107 8.91371 11.71344 0.46 0.23 0.01
H 9.01421 7.36693 10.65188 0.01 -0.12 0.20
H 9.98104 7.60936 9.20620 -0.33 0.49 0.12
H 8.23296 7.70892 9.14568 -0.05 0.19 -0.15
H 9.01997 12.10063 7.13010 -0.86 -0.01 -0.24
H 9.28547 14.32457 5.96874 0.77 -0.32 0.43
H 11.68557 15.23536 5.81759 -0.40 -0.13 0.09
H 13.55331 13.98659 6.76495 -0.33 0.07 -0.17
H 14.27853 11.80204 8.29062 0.03 -0.06 -1.34
H 13.38597 10.33800 7.44555 0.26 -0.13 0.00
N 17.47050 11.90462 7.02245 -2.06 -0.44 -1.17
C 17.39009 11.87492 8.34942 3.05 0.33 1.78
O 16.34840 11.71549 9.00554 -1.24 -0.26 0.00
C 18.69692 12.12731 9.01266 -1.83 -0.60 -0.30
C 18.64950 12.68821 10.27560 -0.34 0.74 1.77
N 18.52783 13.22015 11.30445 0.20 -0.46 -0.51
C 19.91244 11.79960 8.43789 0.96 -0.23 -0.90
N 20.90156 11.48850 7.90933 -0.40 0.11 0.18
H 18.31593 11.74751 6.53045 0.79 0.19 -0.09
H 16.60545 11.77839 6.51878 0.00 -0.20 -0.06

108
Properties=species:S:1:pos:R:3:forces:R:3 method="wB97M-V/def2-TZVPD" total_charge=+1 multiplicity=5 e_homo_ev="-9.096 / -9.451"
Fe 1.34146 -0.53281 -2.36579 0.71 0.85 3.62
Ba -1.03790 -3.48688 2.74404 1.22 2.26 -1.23
P 0.81931 -0.12755 1.19934 1.27 -1.51 0.51
O 0.44877 -1.30469 0.25576 -0.95 -3.76 -3.27
O 1.74655 -0.80815 2.25400 0.19 0.43 -0.37
O -0.48916 0.17924 1.87938 -1.56 1.13 0.61
O 1.44987 0.75442 0.08699 0.36 1.21 -0.11
C -3.04511 0.68787 -5.10592 -0.81 -0.03 -0.95
C -1.96512 1.71858 -4.82306 -1.04 -0.93 0.44
C -2.41477 3.25130 -5.01800 0.88 -1.37 1.08
O -3.63144 3.60103 -4.35578 0.41 0.14 0.04
C -3.66658 4.86771 -3.62036 -0.71 -1.19 -0.55
N -1.49870 1.42119 -3.42588 0.31 0.86 -0.67
H -3.83253 0.72885 -4.35333 -0.25 0.25 -0.23
H -2.75500 -0.36037 -5.17748 0.83 -0.02 0.55
H -3.43617 0.80871 -6.11616 -0.50 0.48 0.06
H -1.15416 1.43627 -5.49443 0.23 0.85 -0.22
H -2.41644 3.49778 -6.07976 -0.27 -0.02 -0.06
H -1.55357 3.73496 -4.55701 0.00 0.70 0.00
H -4.71073 5.04232 -3.36079 -0.12 -0.33 -0.11
H -3.41626 5.72069 -4.25112 0.69 -0.11 0.16
H -3.15744 4.75136 -2.66363 0.56 0.38 -0.26
H -1.68029 2.29423 -2.95162 0.39 0.00 0.83
H -2.11702 0.74486 -3.00120 -0.16 -0.01 0.08
C 6.62483 -1.11333 -2.57928 -0.04 0.72 -0.63
C 5.27124 -0.33247 -2.56625 0.19 -2.63 -0.46
C 4.95406 0.21768 -3.94864 0.33 1.02 1.89
O 3.69678 0.88048 -3.77914 -1.27 0.44 0.08
C 3.53534 2.10025 -4.51690 2.04 -0.43 -2.38
N 4.19048 -1.34034 -2.27261 -1.16 1.27 0.11
H 7.43791 -0.46071 -2.89721 0.20 0.31 0.62
H 6.69555 -1.86891 -3.36171 -0.71 -0.25 -0.11
H 6.85441 -1.63225 -1.64863 -0.04 0.40 0.12
H 5.27485 0.49749 -1.85966 -0.19 -0.30 0.18
H 5.00887 -0.58105 -4.68831 -0.45 0.19 -0.38
H 5.75267 0.94776 -4.08022 -0.09 0.19 -0.74
H 3.77486 1.81933 -5.54248 -0.70 -0.12 -0.65
H 4.37387 2.79208 -4.43716 0.02 0.23 1.31
H 2.60916 2.67314 -4.56259 -0.28 -0.81 1.00
H 4.35862 -1.88648 -1.43980 0.02 -0.01 0.09
H 4.04913 -1.94695 -3.06768 0.46 -0.28 0.00
C -4.92387 -4.48757 -2.43641 -3.02 -1.40 -0.98
C -4.21189 -5.42760 -1.56465 2.29 0.27 0.72
C -3.81530 -6.74575 -2.23144 -1.00 -1.16 -0.53
O -3.57124 -7.79920 -1.32245 1.22 0.20 1.20
C -3.02953 -9.01461 -1.87462 -0.72 1.13 -0.55
N -3.05112 -4.62876 -1.13071 1.28 -0.10 1.14
H -5.39278 -3.70294 -1.84264 0.54 0.47 -0.30
H -5.77945 -5.11580 -2.68423 -0.65 0.43 -0.92
H -4.42468 -4.20495 -3.36325 0.11 0.26 0.30
H -4.80640 -5.60397 -0.66823 -0.10 -0.48 -0.12
H -3.05454 -6.73404 -3.01196 0.78 0.79 0.26
H -4.66257 -7.05518 -2.84339 -0.65 0.01 -0.07
H -3.82199 -9.32730 -2.55458 0.22 -1.00 0.00
H -2.74039 -9.71606 -1.09202 -0.72 0.14 0.13
H -2.11754 -8.88710 -2.45780 0.12 0.55 -0.17
H -2.36820 -4.63913 -1.87477 0.35 -0.24 -0.11
H -3.37555 -3.67290 -1.16504 0.11 0.30 0.36
C -4.79016 1.23195 -0.30027 1.07 0.69 2.20
C -5.14701 1.79440 1.09978 -0.05 0.98 -0.74
O -3.94142 2.36658 1.78889 -2.56 -0.34 -1.05
O -4.01731 0.09651 0.04505 0.23 -1.50 -1.24
H -4.18606 1.99022 -0.79846 0.23 0.11 -0.09
H -5.57802 0.99313 -1.01466 -0.29 -0.40 0.62
H -5.72260 1.08822 1.69820 0.79 -0.64 0.23
H -5.93858 2.52716 0.94298 0.69 1.09 0.31
H -3.19388 1.76465 1.76748 0.03 -0.28 -0.01
H -3.22189 0.35099 0.51848 0.25 0.17 -0.20
C 3.19250 4.87585 0.19161 0.36 -0.64 -1.41
C 2.29417 5.26305 -1.01428 -0.62 1.17 2.26
O 1.17286 4.43019 -1.02375 -0.61 -0.95 -0.45
O 3.82963 3.65850 -0.16719 0.77 -0.51 -0.28
H 2.67062 4.61227 1.11154 -0.65 0.94 -0.04
H 3.97951 5.60371 0.38895 -0.09 0.06 -0.04
H 2.76640 5.31224 -1.99544 0.55 -0.11 0.22
H 1.83634 6.21951 -0.76193 0.36 0.52 -0.36
H 1.47329 3.54040 -0.82472 -0.29 -0.43 -0.07
H 3.19259 2.95077 -0.04517 0.06 -0.42 0.21
C -3.35871 0.17246 7.67572 0.70 0.98 1.42
C -3.13081 0.76253 6.30356 -1.23 0.98 0.88
O -1.94872 0.33926 5.80468 2.61 -2.12 -0.72
O -2.27795 0.63976 8.58117 -0.82 -1.40 -0.98
H -3.47326 -0.91095 7.64105 0.78 -0.13 0.27
H -4.26102 0.52496 8.17542 -0.45 0.13 -0.65
H -2.99465 1.82483 6.50622 -0.82 0.52 -0.39
H -3.95481 0.51382 5.63479 -0.41 0.38 0.02
H -1.82033 0.39120 4.85472 -0.30 0.56 -0.03
H -2.52656 1.52413 8.85988 -0.03 0.04 0.00
C 2.58861 2.66764 5.47227 0.20 0.24 0.01
C 1.48776 3.61746 5.95358 0.42 1.00 -0.42
O 0.82116 3.03688 7.04665 -0.38 0.18 -0.10
O 2.22259 1.30366 5.58029 0.06 0.17 0.12
H 3.44999 2.90979 6.09476 0.12 -0.54 0.41
H 2.97142 2.85262 4.46861 -0.47 0.45 -0.22
H 0.82956 4.08779 5.22306 -0.73 -1.25 -0.79
H 1.90287 4.57849 6.25721 1.11 -0.02 0.52
H 0.15619 3.69727 7.25473 -0.25 -0.24 0.46
H 2.28301 0.90653 4.70837 -0.11 -0.09 -0.13
C 6.23603 -2.53003 2.98469 -1.66 -0.54 0.86
C 5.16288 -3.65241 3.19608 -0.07 -0.20 1.18
O 4.06796 -3.63714 2.31653 -0.18 0.19 -1.71
O 5.57578 -1.25668 3.11388 0.68 -0.75 -0.33
H 6.74754 -2.68384 2.03453 -0.08 0.26 -0.23
H 6.96669 -2.56486 3.79278 0.03 -0.17 -0.07
H 4.60517 -3.57637 4.12949 1.08 0.54 0.97
H 5.51642 -4.68343 3.20693 0.62 0.17 -0.36
H 3.65937 -2.77295 2.40496 -0.65 0.18 -0.26
H 4.68205 -1.37693 2.78463 -0.17 0.59 -0.16

22
Properties=species:S:1:pos:R:3:forces:R:3 method="wB97M-V/def2-TZVPD" total_charge=+2 multiplicity=2 e_homo_ev="-20.247 / -20.247"
C 1.11200 0.56660 -0.96563 -0.81 -0.14 2.11
N 0.84925 -0.69023 -1.66583 3.80 0.75 -2.23
C 1.21253 -0.75311 -3.09496 -2.73 -0.18 -0.50
C 0.53772 0.39562 0.48962 1.01 1.33 -0.90
N -0.96452 0.36946 0.39117 0.91 0.06 0.39
C -1.61457 -0.33091 1.60342 -0.80 -1.11 -1.05
C -1.20784 0.29277 2.89472 0.08 1.41 0.39
H 2.22356 0.59052 -0.96699 -0.24 0.13 0.25
H 0.77245 1.51797 -1.37456 -0.25 -0.43 -0.79
H 1.47259 -1.39121 -1.24127 -1.18 -0.63 0.60
H 0.81896 0.10028 -3.64519 0.62 0.39 0.27
H 2.25396 -1.03346 -3.26035 0.29 0.15 0.32
H 0.63730 -1.56945 -3.57681 0.24 -0.27 0.37
H 0.93328 -0.52904 0.90526 -0.43 -0.08 0.27
H 0.86236 1.24733 1.11652 -0.24 -0.54 -0.27
H -1.36632 1.31088 0.31342 0.29 0.05 0.12
H -1.15338 -0.07741 -0.51127 -0.76 -0.29 0.50
H -2.67416 -0.20606 1.38784 -0.13 -0.17 0.26
H -1.36218 -1.39320 1.44436 -0.07 0.38 0.41
H -1.76330 0.04615 3.80540 -0.19 -0.70 -0.57
H -1.41746 1.36914 2.81998 0.25 0.02 -0.01
H -0.16224 0.16734 3.13114 0.34 -0.12 0.04